#1
Density functional theory data (ωB97M-V with the def2-TZVPD basis set) for a 3-piece molecular cluster, C3H11NO3 overall.

Results
Kohn-Sham gap	10.1019	eV
SMILES	C[C@@H](N)C=O.O.O
E_HOMO	-9.258	eV
LUMO	0.8	eV

Last column: Löwdin charge in e.
Positions of all 18 atoms, in Å:
H  -0.272  2.259  -2.137  0.062
H  0.060  2.342  -0.622  0.009
O  -0.036  2.509  1.249  -0.047
H  1.360  -1.060  -1.713  0.075
H  0.483  3.005  1.891  0.060
C  -1.421  -1.274  0.159  -0.048
H  -2.028  -2.186  -0.041  0.082
H  1.984  -1.525  0.988  0.128
H  -1.883  -0.508  -0.431  0.067
C  0.061  -1.548  -0.186  -0.406
H  0.488  0.181  -1.227  0.025
O  0.346  1.948  -1.461  -0.068
N  0.418  -0.827  -1.407  0.052
O  0.723  -0.155  1.666  0.025
H  0.167  1.602  1.464  -0.011
H  -1.596  -1.057  1.200  0.065
H  0.183  -2.617  -0.334  0.126
C  0.965  -1.089  0.942  -0.197

---

#2
Density functional theory data (ωB97M-V with the def2-TZVPD basis set) for a 2-piece molecular cluster, C3H11NO3 overall.

Results
Kohn-Sham gap	9.7135	eV
SMILES	OCCNCO.O
E_HOMO	-9.137	eV
LUMO	0.6	eV

Last column: Löwdin charge in e.
Positions of all 18 atoms, in Å:
C  -1.119  -0.688  -0.553  -0.255
H  -0.545  0.808  1.259  0.108
H  1.793  -0.087  0.904  0.064
H  -0.102  -1.908  0.888  0.116
H  -1.358  -1.532  -1.204  0.117
C  0.664  -0.173  2.494  -0.293
H  0.842  -1.229  2.713  0.114
H  -1.790  -1.663  1.237  0.108
O  1.794  0.347  1.769  -0.067
H  0.264  3.149  -3.872  0.032
C  -0.904  -1.154  0.865  -0.216
H  -1.962  -0.006  -0.612  0.117
H  0.646  0.429  3.391  0.112
H  0.591  -0.684  -1.470  0.089
O  0.029  -0.012  -1.069  -0.071
N  -0.592  -0.050  1.801  -0.043
H  0.707  1.846  -4.514  0.029
O  1.043  2.606  -4.029  -0.061

---

Among the structures above, stability is greatest for #1.